Entry 1:
Molecular formula: C2H2N4O2
Method: DFT, ωB97M-V/def2-TZVPD

For the max |F|, the calculation gives 0.0965 hartree/bohr.

Each line ends with the natural charge from an NBO analysis.
Atoms and positions in Å:
O (1.738, -1.383, -0.225)  -0.515
C (1.244, -0.321, -0.180)  0.908
O (1.773, 0.779, 0.503)  -0.694
N (-0.298, -0.343, -0.395)  -0.343
C (-0.974, 0.814, -0.328)  0.186
N (-2.244, 0.481, 0.022)  -0.322
N (-2.260, -0.809, 0.393)  -0.005
N (-1.192, -1.392, 0.230)  0.008
H (2.805, 0.439, 0.857)  0.532
H (-0.591, 1.735, -0.878)  0.247

---

Entry 2:
Molecular formula: C20H46O3P4PbS
Method: DFT, ωB97M-V/def2-TZVPD

For the max |F|, the calculation gives 0.1213 hartree/bohr. The total charge is +4.

Each line ends with the Mulliken charge.
Atoms and positions in Å:
Pb (-0.426, 0.186, -0.233)  0.569
P (1.963, 1.203, 0.866)  0.549
P (-2.359, 2.144, 0.077)  0.528
P (0.624, 1.178, -2.585)  0.770
H (-0.550, -3.951, -1.353)  0.275
C (0.308, -3.696, -2.000)  -0.252
C (1.565, -3.634, -1.532)  -0.579
H (1.803, -3.845, -0.465)  0.245
C (2.340, 0.640, 2.555)  -0.750
C (2.009, 3.026, 1.045)  -1.158
C (3.556, 0.837, 0.038)  -1.211
C (-3.820, 1.485, -0.804)  -1.181
C (-2.942, 2.514, 1.764)  -0.954
C (-2.000, 3.744, -0.742)  -1.157
C (1.841, 0.024, -3.306)  -0.970
C (1.342, 2.838, -2.700)  -1.119
C (-0.900, 1.245, -3.577)  -0.950
H (0.058, -3.365, -3.023)  0.067
H (2.410, -3.300, -2.155)  0.284
H (2.467, -0.450, 2.549)  0.339
H (1.504, 0.882, 3.223)  -0.036
H (3.267, 1.120, 2.900)  0.546
H (1.199, 3.347, 1.716)  0.339
H (1.878, 3.518, 0.070)  0.284
H (2.977, 3.317, 1.481)  0.468
H (3.730, -0.247, 0.059)  0.394
H (4.361, 1.339, 0.593)  0.464
H (3.561, 1.173, -1.006)  0.298
H (-4.659, 2.189, -0.785)  0.435
H (-4.123, 0.547, -0.321)  0.365
H (-3.546, 1.263, -1.844)  0.300
H (-3.842, 3.137, 1.776)  0.525
H (-2.132, 3.022, 2.302)  0.256
H (-3.132, 1.561, 2.275)  0.263
H (-2.805, 4.471, -0.575)  0.501
H (-1.863, 3.589, -1.821)  0.336
H (-1.063, 4.138, -0.326)  0.308
H (1.996, 0.205, -4.374)  0.486
H (1.514, -1.021, -3.177)  0.059
H (2.798, 0.156, -2.774)  0.325
H (1.489, 3.122, -3.748)  0.511
H (2.309, 2.844, -2.178)  0.355
H (0.653, 3.551, -2.224)  0.248
H (-0.681, 1.497, -4.620)  0.538
H (-1.621, 1.966, -3.163)  0.179
H (-1.374, 0.252, -3.540)  0.013
C (-0.591, -2.868, -6.377)  0.296
C (-1.699, -2.842, -7.255)  -0.135
C (-1.960, -3.950, -8.062)  -0.442
C (-1.099, -5.062, -8.031)  -0.437
C (0.087, -5.015, -7.278)  -0.373
C (0.361, -3.905, -6.468)  -0.262
S (-0.390, -1.515, -5.261)  -0.112
H (-1.406, -1.857, -4.300)  0.224
H (-2.317, -1.944, -7.291)  0.453
H (-2.832, -3.943, -8.735)  0.416
H (-1.334, -5.953, -8.637)  0.430
H (0.799, -5.847, -7.341)  0.436
H (1.297, -3.810, -5.923)  0.456
C (-0.933, 1.151, 4.871)  -0.923
O (-0.632, 0.409, 3.665)  -0.039
P (-1.479, -1.038, 3.359)  0.592
O (-1.129, -1.864, 4.727)  -0.348
C (0.135, -1.784, 5.430)  -0.565
O (-0.464, -1.750, 2.243)  0.003
C (0.042, -3.107, 2.360)  -0.651
H (-1.003, 2.209, 4.590)  0.354
H (-0.132, 1.025, 5.620)  0.313
H (-1.902, 0.851, 5.300)  0.460
H (0.949, -1.366, 4.820)  0.252
H (0.023, -1.204, 6.352)  0.318
H (0.406, -2.809, 5.700)  0.309
H (1.088, -3.081, 2.692)  0.321
H (-0.521, -3.702, 3.093)  0.368
H (-0.021, -3.624, 1.389)  0.177

---

Entry 3:
Molecular formula: C67H132F18N5O16S4
Method: DFT, ωB97M-V/def2-TZVPD

For the max |F|, the calculation gives 0.1148 hartree/bohr. The total charge is -1.

Each line ends with the Mulliken charge.
Atoms and positions in Å:
C (4.067, -5.709, -7.589)  -1.229
C (3.745, -6.182, -6.170)  -0.675
C (4.825, -6.159, -5.088)  -0.596
C (5.167, -4.735, -4.715)  -0.863
N (6.454, -4.472, -3.871)  0.462
C (7.708, -4.645, -4.722)  -0.611
C (8.183, -3.255, -5.204)  -0.763
C (7.164, -2.272, -4.629)  -0.772
C (6.473, -2.989, -3.476)  -0.003
C (6.576, -5.464, -2.643)  -1.137
C (5.380, -5.393, -1.649)  0.297
C (5.387, -6.715, -0.914)  -1.379
H (4.557, -6.508, -8.145)  0.328
H (4.506, -4.720, -7.726)  0.281
H (3.246, -5.610, -8.299)  0.406
H (3.347, -7.190, -6.288)  0.410
H (2.926, -5.581, -5.774)  0.384
H (5.772, -6.633, -5.343)  0.425
H (4.462, -6.585, -4.153)  0.195
H (4.456, -4.370, -3.974)  0.350
H (5.213, -4.002, -5.521)  0.447
H (8.457, -5.007, -4.017)  0.396
H (7.588, -5.394, -5.505)  0.393
H (9.125, -2.996, -4.721)  0.271
H (8.256, -3.158, -6.288)  0.386
H (7.559, -1.336, -4.235)  0.618
H (6.369, -1.922, -5.287)  0.235
H (7.100, -2.907, -2.589)  0.605
H (5.473, -2.576, -3.348)  -0.270
H (7.560, -5.176, -2.272)  0.599
H (6.570, -6.436, -3.137)  0.306
H (4.397, -5.323, -2.115)  0.197
H (5.605, -4.606, -0.929)  0.403
H (4.393, -6.648, -0.471)  0.130
H (6.109, -6.808, -0.102)  0.405
H (5.417, -7.633, -1.501)  0.414
C (5.081, -2.475, 3.206)  -1.324
C (3.932, -2.572, 4.215)  -0.410
C (4.151, -1.940, 5.492)  -0.404
C (4.233, -0.453, 5.671)  -0.206
N (4.475, 0.050, 7.173)  0.761
C (4.882, 1.616, 7.188)  -0.490
C (6.352, 1.706, 7.684)  -0.615
C (6.486, 0.462, 8.499)  -0.675
C (5.738, -0.587, 7.793)  -0.552
C (3.323, -0.209, 8.169)  -1.293
C (2.023, 0.610, 7.821)  0.335
C (1.007, 0.534, 9.013)  -1.670
H (6.036, -2.837, 3.588)  0.464
H (5.350, -1.455, 2.935)  0.366
H (4.919, -2.974, 2.250)  0.149
H (3.368, -3.504, 4.244)  0.626
H (3.098, -1.994, 3.816)  -0.118
H (5.108, -2.335, 5.833)  0.274
H (3.415, -2.365, 6.175)  0.210
H (3.245, 0.001, 5.595)  -0.293
H (4.745, 0.054, 4.853)  0.538
H (4.259, 2.075, 7.956)  0.347
H (4.629, 2.180, 6.291)  0.282
H (6.584, 2.607, 8.252)  0.381
H (7.101, 1.648, 6.894)  0.326
H (6.088, 0.574, 9.508)  0.304
H (7.509, 0.088, 8.530)  0.407
H (5.515, -1.357, 8.532)  0.171
H (6.359, -0.910, 6.958)  0.484
H (3.793, -0.063, 9.141)  0.503
H (3.097, -1.274, 8.117)  0.476
H (1.594, 0.108, 6.954)  0.311
H (2.210, 1.683, 7.770)  0.162
H (1.362, 0.889, 9.981)  0.402
H (0.609, -0.438, 9.302)  0.420
H (0.081, 0.996, 8.670)  0.378
C (2.217, -3.543, -0.406)  -0.518
C (2.280, -2.283, 0.496)  0.165
C (1.606, -0.989, -0.079)  0.098
C (0.236, -0.804, 0.542)  -1.442
N (-0.483, 0.446, 0.061)  1.326
C (0.161, 1.806, 0.289)  1.031
C (-0.042, 2.574, -1.071)  -0.257
C (0.036, 1.483, -2.087)  0.430
C (-0.720, 0.337, -1.426)  -0.225
C (-1.915, 0.290, 0.734)  -1.309
C (-2.086, 0.280, 2.320)  1.309
C (-3.632, 0.118, 2.707)  -1.564
H (1.391, -4.242, -0.276)  -0.165
H (3.108, -4.147, -0.235)  -0.069
H (2.166, -3.273, -1.461)  0.277
H (3.284, -1.898, 0.673)  0.326
H (1.838, -2.537, 1.459)  -0.111
H (1.524, -1.018, -1.166)  -0.341
H (2.166, -0.076, 0.122)  0.605
H (0.556, -0.601, 1.564)  0.387
H (-0.400, -1.681, 0.423)  0.130
H (-0.281, 2.245, 1.184)  -1.346
H (1.235, 1.725, 0.455)  0.052
H (-0.923, 3.209, -0.972)  -0.340
H (0.802, 3.254, -1.190)  0.430
H (-0.558, 1.748, -2.961)  0.273
H (1.068, 1.322, -2.397)  -0.497
H (-1.762, 0.532, -1.682)  -0.001
H (-0.502, -0.663, -1.798)  0.621
H (-2.299, -0.656, 0.353)  0.469
H (-2.612, 1.007, 0.302)  0.205
H (-1.648, 1.226, 2.637)  -1.114
H (-1.535, -0.574, 2.714)  0.686
H (-4.218, 0.783, 2.073)  0.049
H (-3.784, 0.288, 3.773)  0.482
H (-3.928, -0.891, 2.419)  0.621
C (-0.443, 7.367, -0.620)  -1.642
C (-0.617, 5.833, -0.473)  -0.420
C (-1.026, 5.459, 0.993)  1.386
C (-2.584, 5.582, 1.318)  -0.458
N (-2.929, 5.285, 2.761)  1.179
C (-4.554, 5.374, 2.850)  -0.444
C (-4.824, 6.311, 3.978)  -0.714
C (-3.748, 7.347, 3.909)  -0.743
C (-2.484, 6.562, 3.581)  -0.653
C (-2.464, 3.838, 3.188)  0.318
C (-2.930, 3.496, 4.626)  -0.378
C (-1.911, 2.537, 5.262)  -1.314
H (0.373, 7.753, -0.010)  0.340
H (-1.335, 7.965, -0.437)  0.321
H (-0.243, 7.543, -1.677)  0.460
H (0.270, 5.341, -0.873)  0.231
H (-1.501, 5.485, -1.006)  0.250
H (-0.396, 5.853, 1.791)  0.676
H (-0.789, 4.397, 1.052)  -1.427
H (-3.093, 4.895, 0.642)  -0.240
H (-2.881, 6.619, 1.160)  0.566
H (-4.963, 4.386, 3.060)  0.126
H (-4.979, 5.590, 1.870)  0.529
H (-4.707, 5.683, 4.861)  0.221
H (-5.816, 6.755, 4.055)  0.470
H (-3.447, 7.904, 4.797)  0.431
H (-3.992, 8.091, 3.151)  0.314
H (-2.126, 6.338, 4.585)  0.384
H (-1.729, 7.230, 3.167)  0.322
H (-1.385, 3.963, 3.099)  -0.547
H (-2.836, 3.205, 2.383)  0.117
H (-3.900, 3.002, 4.570)  0.473
H (-3.029, 4.398, 5.230)  0.338
H (-1.645, 1.695, 4.623)  -0.083
H (-2.424, 2.024, 6.075)  0.468
H (-0.930, 2.953, 5.489)  0.443
C (-3.595, 2.017, -4.389)  -0.021
C (-4.422, 1.259, -5.308)  -1.076
C (-4.555, 1.720, -6.829)  -0.503
C (-4.983, 3.163, -7.012)  -0.765
N (-5.008, 3.517, -8.532)  0.189
C (-5.281, 5.060, -8.678)  -0.689
C (-3.864, 5.712, -8.438)  -0.662
C (-2.814, 4.594, -8.563)  -0.577
C (-3.588, 3.493, -9.191)  -0.729
C (-6.046, 2.650, -9.394)  -1.254
C (-7.589, 2.717, -8.928)  -0.291
C (-8.575, 2.290, -10.100)  -1.244
H (-2.537, 1.772, -4.293)  0.101
H (-3.996, 1.769, -3.406)  -0.206
H (-3.661, 3.098, -4.512)  0.218
H (-5.467, 1.295, -4.998)  0.400
H (-4.027, 0.245, -5.351)  0.442
H (-5.219, 1.100, -7.431)  0.248
H (-3.542, 1.597, -7.212)  0.217
H (-4.353, 3.889, -6.497)  0.515
H (-5.917, 3.498, -6.561)  0.374
H (-5.486, 5.173, -9.742)  0.421
H (-6.187, 5.324, -8.132)  0.465
H (-3.744, 6.562, -9.110)  0.406
H (-3.841, 6.170, -7.449)  0.318
H (-1.949, 4.979, -9.104)  0.402
H (-2.389, 4.403, -7.578)  0.282
H (-3.732, 3.719, -10.248)  0.520
H (-3.083, 2.540, -9.038)  0.470
H (-5.586, 1.662, -9.425)  0.614
H (-6.000, 2.953, -10.440)  0.623
H (-7.846, 3.679, -8.485)  0.375
H (-7.523, 1.982, -8.125)  0.299
H (-9.255, 3.096, -10.373)  0.313
H (-9.330, 1.570, -9.783)  0.359
H (-8.106, 1.818, -10.964)  0.373
C (-5.527, -2.914, 5.483)  0.104
O (-4.296, -2.366, 6.061)  -0.327
O (-5.983, -4.156, 6.058)  -0.890
C (-6.440, -1.609, 5.476)  0.621
F (-5.953, -0.602, 4.775)  -0.142
F (-7.718, -1.874, 5.085)  -0.316
F (-6.610, -0.993, 6.594)  -0.336
C (-3.063, -2.808, 5.613)  -0.004
C (-1.922, -2.006, 6.376)  -0.764
H (-2.290, -1.514, 7.276)  0.322
H (-1.048, -2.621, 6.588)  0.314
H (-1.467, -1.342, 5.641)  -0.010
H (-2.936, -2.663, 4.540)  -0.133
H (-3.019, -3.882, 5.792)  0.574
H (-5.307, -3.048, 4.424)  0.061
C (0.969, -7.283, 2.652)  -0.320
O (0.304, -6.048, 2.899)  -0.143
O (0.110, -8.388, 2.623)  -0.919
C (2.073, -7.144, 1.554)  0.903
F (2.936, -6.123, 1.750)  -0.227
F (2.939, -8.200, 1.571)  -0.316
F (1.499, -7.092, 0.331)  -0.246
C (-0.495, -5.533, 1.852)  0.113
C (-0.924, -4.255, 2.470)  -0.192
H (-1.479, -4.462, 3.385)  0.280
H (0.023, -3.729, 2.587)  -0.151
H (-1.592, -3.836, 1.717)  0.045
H (-1.254, -6.264, 1.571)  0.363
H (0.031, -5.215, 0.952)  -0.283
H (1.472, -7.291, 3.619)  0.141
C (3.760, 0.784, -4.341)  0.512
F (4.845, 1.062, -3.633)  -0.257
F (2.797, 1.661, -4.030)  -0.214
F (3.958, 0.858, -5.676)  -0.232
S (3.290, -0.946, -3.827)  1.058
O (3.845, -1.140, -2.466)  -0.630
O (1.825, -0.938, -3.990)  -0.605
O (3.892, -1.721, -4.947)  -0.678
C (-5.910, 1.519, -0.922)  0.566
F (-6.037, 1.513, -2.190)  -0.233
F (-7.172, 1.441, -0.477)  -0.274
F (-5.200, 0.410, -0.411)  -0.095
S (-5.056, 3.127, -0.360)  1.170
O (-6.077, 4.231, -0.214)  -0.786
O (-4.499, 2.802, 0.952)  -0.628
O (-4.071, 3.518, -1.400)  -0.704
C (1.964, 4.096, 3.084)  0.344
F (3.098, 4.802, 3.042)  -0.255
F (0.936, 4.573, 3.654)  -0.167
F (1.649, 3.885, 1.802)  -0.245
S (2.189, 2.279, 3.841)  1.081
O (1.048, 1.498, 3.303)  -0.456
O (3.438, 1.832, 3.308)  -0.729
O (2.112, 2.482, 5.277)  -0.580
C (-3.704, -3.029, -1.708)  0.393
F (-3.231, -1.942, -2.329)  -0.147
F (-3.536, -2.864, -0.424)  -0.177
F (-5.050, -3.226, -2.017)  -0.272
S (-2.788, -4.585, -2.243)  1.093
O (-1.448, -4.463, -1.775)  -0.493
O (-3.542, -5.681, -1.640)  -0.704
O (-2.941, -4.539, -3.728)  -0.751

---

Number 1: E -446.81438 Ha. Number 2: E -2970.28683 Ha. Number 3: E -7499.57418 Ha.